Entry 1:
{"formula": "C4H9NO2", "method": "ωB97M-V with the def2-TZVPD basis set", "homo_energy_ev": -9.72, "lumo_ev": 0.83, "gap_ev": 10.56, "e_tot_ha": -363.05344, "de_lowest_ev": 0.8733, "smiles": "NC(=O)CCCO", "symbols": ["O", "O", "N", "C", "C", "C", "C", "H", "H", "H", "H", "H", "H", "H", "H", "H"], "positions_angstrom": [[-1.13260, -2.15379, -0.39609], [1.71487, 2.13424, 0.37592], [1.00875, 1.26255, 2.31848], [0.32160, -0.30995, -0.77390], [-0.24421, 0.69721, 0.25170], [0.91303, 1.42395, 0.96886], [-0.81301, -1.13663, -1.33925], [-1.70590, -0.50471, -1.51778], [0.72326, 0.33712, -1.57883], [-0.73306, 1.52808, -0.27686], [0.54936, 0.49542, 2.78480], [1.90815, 1.55751, 2.67141], [1.15902, -0.99747, -0.51259], [-1.96615, -2.52667, -0.70504], [-1.05661, 0.31324, 0.89943], [-0.44745, -1.58614, -2.27121]], "atomic_forces_ev_per_a": [[-0.41, -0.01, -0.19], [-0.67, -0.57, 0.07], [0.23, -0.17, 0.08], [-0.23, 0.75, -0.77], [0.53, 0.69, 0.49], [-0.10, -0.03, -0.21], [0.39, 0.07, -0.14], [0.44, -0.21, -0.16], [-0.07, -0.49, 0.23], [0.11, -0.35, -0.31], [0.02, 0.11, -0.14], [-0.17, 0.00, 0.26], [-0.68, 0.63, 0.53], [0.12, -0.21, 0.29], [0.87, -0.22, 0.03], [-0.38, -0.01, -0.07]]}

=====

Entry 2:
{"formula": "C4H9NO2", "method": "ωB97M-V with the def2-TZVPD basis set", "homo_energy_ev": -8.88, "lumo_ev": 1.03, "gap_ev": 9.91, "e_tot_ha": -362.94479, "de_lowest_ev": 3.8300, "symbols": ["O", "O", "N", "C", "C", "C", "C", "H", "H", "H", "H", "H", "H", "H", "H", "H"], "positions_angstrom": [[-2.28192, 0.27407, -0.45125], [-0.20779, 0.79478, -0.76236], [1.73434, 0.15333, 1.04433], [-2.46083, 0.60576, -1.83770], [0.87554, 0.13492, 1.97957], [-1.09994, 0.36567, 0.11405], [2.23740, -1.12681, 0.58214], [-3.50519, 0.37992, -2.05200], [0.65206, 0.83201, -0.27168], [-1.79858, 0.00288, -2.46128], [0.52846, -0.78572, 2.46583], [-2.24894, 1.66398, -2.00467], [1.86018, -1.97710, 1.16946], [0.44457, 1.07003, 2.33189], [1.93954, -1.26755, -0.46415], [3.33111, -1.12016, 0.61780]], "atomic_forces_ev_per_a": [[0.14, -0.05, 0.27], [-0.07, -0.06, 0.30], [-0.27, -0.04, 0.37], [-0.08, 0.06, -0.30], [0.27, 0.06, -0.11], [-0.21, 0.08, -0.42], [0.08, -0.14, -0.05], [0.16, 0.07, -0.02], [-0.06, 0.00, -0.03], [-0.11, 0.07, 0.04], [0.13, 0.11, -0.07], [-0.05, -0.14, 0.00], [0.06, 0.13, -0.06], [0.09, -0.11, -0.03], [0.08, -0.01, 0.13], [-0.15, -0.02, -0.03]]}

=====

Entry 3:
{"formula": "C4H9NO2", "method": "ωB97M-V with the def2-TZVPD basis set", "homo_energy_ev": -9.38, "lumo_ev": 0.77, "gap_ev": 10.14, "e_tot_ha": -363.04241, "de_lowest_ev": 1.1735, "smiles": "CNC(=O)CCO", "symbols": ["O", "O", "N", "C", "C", "C", "C", "H", "H", "H", "H", "H", "H", "H", "H", "H"], "positions_angstrom": [[0.31414, 2.28670, 0.48484], [-1.04862, -1.54290, 0.60528], [-0.14287, -0.50681, -1.19331], [0.65387, -0.01149, 1.14167], [0.25096, 1.34917, 1.59938], [-0.32092, -0.64496, 0.17657], [-0.63982, -1.48184, -2.11975], [0.49976, 0.23835, -1.49887], [0.95717, 1.67802, 2.36782], [0.00057, -2.36005, -2.10306], [0.10676, 3.17997, 0.82935], [-0.56781, -1.07109, -3.14863], [1.69258, 0.03684, 0.74381], [-1.66494, -1.80933, -1.88837], [-0.79814, 1.34721, 1.98262], [0.70731, -0.68782, 2.02063]], "atomic_forces_ev_per_a": [[-0.07, 0.07, 0.68], [-0.10, 1.01, -0.31], [0.61, 1.78, 1.62], [0.78, 0.06, 0.01], [-0.65, 1.35, -0.05], [0.45, -2.75, -1.02], [-0.12, -0.07, -0.92], [-0.70, -0.81, 0.18], [-0.26, 0.02, 0.15], [0.01, -0.32, 0.05], [0.16, -0.85, -0.31], [-0.31, -0.17, 0.65], [-0.71, 0.00, -0.08], [0.39, 0.37, -0.08], [0.78, -0.10, -0.01], [-0.26, 0.41, -0.57]]}

=====

Entry 4:
{"formula": "C4H9NO2", "method": "ωB97M-V with the def2-TZVPD basis set", "homo_energy_ev": -10.41, "lumo_ev": 0.93, "gap_ev": 11.34, "e_tot_ha": -363.07851, "de_lowest_ev": 0.1911, "smiles": "CCCOC(N)=O", "symbols": ["O", "O", "N", "C", "C", "C", "C", "H", "H", "H", "H", "H", "H", "H", "H", "H"], "positions_angstrom": [[0.67375, -1.01606, 0.42681], [-0.98437, -0.36151, 1.84981], [-1.16303, -2.25552, 0.58459], [1.28996, 0.27514, 0.51558], [-0.55819, 1.20215, -0.96697], [0.94624, 1.09020, -0.72549], [-0.53418, -1.12928, 1.02701], [0.95293, 0.76939, 1.43093], [1.38396, 2.08879, -0.60609], [-1.06985, 1.63520, -0.10197], [1.42802, 0.63342, -1.59881], [-2.13364, -2.35467, 0.83185], [-0.83144, -2.69560, -0.25730], [2.36472, 0.08666, 0.58418], [-0.99493, 0.21381, -1.14789], [-0.76996, 1.81789, -1.84624]], "atomic_forces_ev_per_a": [[-0.15, -0.05, 0.07], [0.18, -0.30, -0.32], [-0.08, 0.00, 0.04], [0.13, 0.21, 0.01], [-0.05, 0.01, 0.00], [0.06, 0.03, -0.02], [-0.17, 0.08, 0.17], [0.02, -0.07, -0.14], [-0.02, -0.12, 0.00], [0.07, -0.03, -0.13], [-0.05, 0.05, 0.11], [0.14, 0.00, 0.00], [-0.01, 0.04, 0.11], [-0.15, 0.03, -0.02], [0.03, 0.16, -0.01], [0.04, -0.06, 0.12]]}

=====

Entry 5:
{"formula": "C4H9NO2", "method": "ωB97M-V with the def2-TZVPD basis set", "homo_energy_ev": -10.10, "lumo_ev": 0.94, "gap_ev": 11.05, "e_tot_ha": -363.01781, "de_lowest_ev": 1.8430, "smiles": "C[C@@H](CO)NC=O", "symbols": ["O", "O", "N", "C", "C", "C", "C", "H", "H", "H", "H", "H", "H", "H", "H", "H"], "positions_angstrom": [[1.15158, -0.90807, 1.55908], [-1.22574, 0.09188, 2.19542], [-0.59702, 0.97871, 0.14329], [-0.20766, -0.33549, -1.88768], [-0.23880, -0.35963, -0.36925], [1.15595, -0.53942, 0.22264], [-1.10904, 1.03334, 1.42774], [0.08092, -1.31621, -2.28174], [0.27265, -0.69066, 1.93567], [-1.45667, 2.03051, 1.72337], [1.57928, 0.52673, 0.07198], [0.35963, 1.42894, 0.12480], [-0.95737, -1.10557, -0.00617], [1.83974, -1.17939, -0.33141], [-1.17842, -0.05693, -2.30589], [0.53096, 0.40125, -2.22185]], "atomic_forces_ev_per_a": [[0.07, -0.11, 0.34], [-0.53, 0.44, -0.47], [0.55, 0.08, 0.08], [0.05, 0.05, -0.04], [0.27, -0.18, 0.04], [0.63, 0.71, -0.57], [-0.15, -0.11, 0.43], [-0.06, 0.17, 0.08], [0.42, -0.23, -0.06], [0.19, 0.13, 0.01], [0.36, -1.37, 0.24], [-1.94, 0.71, -0.05], [0.26, 0.18, 0.04], [-0.17, -0.36, -0.09], [0.11, -0.03, 0.10], [-0.07, -0.08, -0.08]]}

=====

Entry 6:
{"formula": "C4H9NO2", "method": "ωB97M-V with the def2-TZVPD basis set", "homo_energy_ev": -10.15, "lumo_ev": 0.85, "gap_ev": 11.00, "e_tot_ha": -363.06780, "de_lowest_ev": 0.4827, "smiles": "C[C@@H](O)CC(N)=O", "symbols": ["O", "O", "N", "C", "C", "C", "C", "H", "H", "H", "H", "H", "H", "H", "H", "H"], "positions_angstrom": [[-0.31112, -0.20026, -1.62565], [-2.07459, -1.10631, 0.18289], [-0.38332, -2.05111, 1.33493], [-0.06900, 0.83134, -0.69437], [-0.98800, -0.99361, 0.74254], [-0.24679, 0.32743, 0.76982], [1.33906, 1.34534, -0.93573], [0.71389, 0.23158, 1.29022], [-0.85306, 1.03786, 1.34114], [0.55074, -1.98853, 1.69982], [1.45192, 1.62550, -1.98562], [-0.77875, 1.65408, -0.87093], [-1.20441, -0.53226, -1.41587], [2.08420, 0.57139, -0.71980], [1.55282, 2.21452, -0.30430], [-0.78358, -2.96695, 1.19092]], "atomic_forces_ev_per_a": [[-0.19, -0.03, -0.09], [0.26, 0.04, 0.27], [0.01, -0.08, 0.00], [0.15, 0.25, 0.12], [-0.27, -0.08, 0.09], [-0.05, -0.04, 0.07], [0.08, 0.02, -0.02], [-0.09, -0.01, -0.19], [0.05, -0.11, -0.07], [-0.07, 0.03, -0.06], [-0.03, 0.06, 0.12], [0.08, -0.14, 0.07], [0.28, 0.00, -0.29], [-0.16, 0.03, 0.01], [-0.04, -0.11, -0.10], [0.00, 0.17, 0.07]]}

=====

Entry 7:
{"formula": "C4H9NO2", "method": "ωB97M-V with the def2-TZVPD basis set", "homo_energy_ev": -9.59, "lumo_ev": 0.87, "gap_ev": 10.46, "e_tot_ha": -363.01277, "de_lowest_ev": 1.9801, "smiles": "C[C@H](O)CNC=O", "symbols": ["O", "O", "N", "C", "C", "C", "C", "H", "H", "H", "H", "H", "H", "H", "H", "H"], "positions_angstrom": [[-0.31831, -1.70034, 0.52321], [1.36972, 0.54571, -2.30141], [1.77315, 0.49530, 0.01790], [2.10470, 0.27650, -1.36717], [-0.63366, -0.43093, 0.07238], [0.35419, 0.75211, 0.31770], [-2.01716, -0.04251, 0.70509], [0.15093, 0.87471, 1.41439], [-2.44245, 0.79829, 0.19891], [-0.86926, -2.42426, 0.10702], [2.47593, 0.46706, 0.77236], [-2.71683, -0.96299, 0.62093], [0.11145, 1.59281, -0.31751], [3.18611, 0.02965, -1.47605], [-1.94950, 0.27209, 1.77151], [-0.57902, -0.54321, -1.05927]], "atomic_forces_ev_per_a": [[0.96, -2.12, 0.99], [0.44, -0.82, 1.08], [-0.10, -0.83, -1.75], [0.18, 1.76, 2.09], [-1.39, 0.73, -2.71], [0.47, -1.75, 1.86], [-0.06, -1.47, -0.39], [1.04, 0.91, -0.84], [-0.50, 0.45, -0.51], [0.87, 1.78, 0.52], [-0.70, -0.32, -1.06], [1.02, 1.68, 0.17], [-0.87, 0.18, 0.23], [-0.52, -0.20, -0.09], [0.28, -0.57, -0.59], [-1.11, 0.58, 1.00]]}